(1)
76
Properties=species:S:1:pos:R:3:forces:R:3 method="wB97M-V/def2-TZVPD" spin_multiplicity=1 charge=+1 homo_energy_ev=-9.9 de_lowest_kcal_mol=17.6 total_energy_ev=-137787.6855 homo_lumo_gap_ha=0.222
Ti 0.222 1.966 0.777 -0.26 0.14 -0.65
O 2.562 2.688 2.344 -0.01 0.06 0.00
N 2.354 1.640 1.472 0.00 0.22 0.06
C 3.388 0.995 1.113 0.07 -0.10 0.04
C 3.461 -0.188 0.258 -0.03 0.00 -0.01
C 4.750 -0.484 -0.191 0.04 0.05 0.02
C 5.007 -1.617 -0.939 -0.01 -0.07 -0.03
C 3.970 -2.493 -1.210 0.02 0.03 0.02
C 2.687 -2.211 -0.760 0.00 0.04 0.01
C 2.396 -1.050 -0.045 -0.06 -0.05 -0.04
P 0.669 -0.795 0.556 -0.04 -0.11 0.04
C -0.257 -1.759 -0.709 0.03 0.03 0.00
C -0.043 -1.498 -2.063 0.00 -0.02 0.02
C -0.719 -2.210 -3.041 0.00 0.00 0.00
C -1.618 -3.204 -2.682 0.00 0.00 -0.01
C -1.821 -3.489 -1.341 0.01 0.00 0.02
C -1.147 -2.773 -0.360 0.01 0.02 -0.01
C 0.627 -1.828 2.056 -0.01 0.06 -0.01
C -0.587 -1.975 2.730 0.01 -0.06 -0.01
C -0.648 -2.710 3.902 0.01 0.01 -0.03
C 0.502 -3.287 4.423 -0.02 0.00 0.01
C 1.711 -3.136 3.764 0.01 0.00 0.01
C 1.776 -2.410 2.582 0.02 -0.02 0.00
H 3.515 2.854 2.435 -0.01 -0.07 0.03
H 4.351 1.341 1.494 0.00 -0.01 0.02
H 5.564 0.184 0.064 -0.01 0.00 0.00
H 6.011 -1.825 -1.282 0.00 0.00 0.00
H 4.154 -3.405 -1.761 0.00 0.00 0.00
H 1.899 -2.920 -0.966 -0.02 0.00 -0.01
H 0.691 -0.763 -2.369 0.00 -0.02 -0.01
H -0.533 -1.994 -4.085 0.01 0.00 0.01
H -2.142 -3.766 -3.444 0.00 0.00 0.00
H -2.501 -4.278 -1.048 0.01 0.00 0.00
H -1.314 -3.024 0.675 0.00 -0.01 0.03
H -1.483 -1.507 2.343 -0.01 -0.01 -0.01
H -1.593 -2.818 4.416 0.00 0.00 0.00
H 0.454 -3.850 5.346 0.01 0.00 -0.01
H 2.610 -3.583 4.168 0.00 0.00 -0.01
H 2.729 -2.306 2.081 0.00 -0.01 0.01
O -2.022 5.121 -4.021 -0.01 0.04 0.04
C -1.694 4.830 -2.911 0.03 -0.09 -0.09
S -2.770 4.028 -1.739 -0.03 0.07 0.03
C -1.559 3.807 -0.502 0.08 -0.09 0.01
C -0.325 4.334 -0.723 -0.10 -0.08 0.08
S 1.022 4.096 0.347 0.13 0.02 0.19
S -0.067 5.135 -2.251 0.00 0.04 -0.01
S -1.924 2.768 0.847 -0.04 -0.08 0.19
F -1.421 0.716 3.009 0.01 0.04 0.01
C -0.281 1.481 2.919 0.13 0.21 -0.10
F 0.725 0.745 3.497 -0.02 -0.02 -0.02
C -0.522 2.667 3.898 0.01 -0.06 0.00
F -1.770 3.132 3.790 -0.04 0.01 -0.01
F 0.318 3.679 3.642 0.01 -0.01 0.00
F -0.340 2.293 5.166 0.00 -0.02 0.00
N 0.374 1.748 -5.547 0.01 -0.04 0.04
C 0.345 1.661 -4.204 -0.01 0.01 -0.01
C 1.518 1.762 -3.433 0.03 0.01 -0.04
C 1.431 1.718 -2.068 -0.04 -0.02 0.02
N 0.274 1.541 -1.398 0.05 -0.07 0.12
C -0.841 1.384 -2.139 0.04 0.01 0.03
C -0.854 1.449 -3.507 -0.02 0.00 -0.02
H 1.222 1.990 -6.028 0.00 0.01 -0.01
H -0.482 1.780 -6.073 0.00 0.02 -0.01
H 2.479 1.915 -3.906 0.00 0.00 0.02
H 2.323 1.845 -1.469 0.01 -0.01 0.01
H -1.761 1.211 -1.597 0.01 -0.03 0.00
H -1.793 1.340 -4.035 0.00 0.00 0.02
C -4.668 0.490 2.047 0.01 0.03 -0.02
Te -3.700 -0.267 0.307 -0.02 -0.03 0.02
C -4.961 -1.977 0.122 0.02 0.00 -0.01
H -4.685 -0.283 2.811 0.01 0.00 -0.01
H -5.677 0.812 1.807 0.01 0.00 -0.01
H -4.082 1.334 2.403 -0.02 0.00 0.02
H -4.610 -2.545 -0.737 -0.02 0.00 0.01
H -5.990 -1.668 -0.045 0.01 0.01 0.00
H -4.890 -2.589 1.018 0.00 0.01 0.00

=====

(2)
72
Properties=species:S:1:pos:R:3:forces:R:3 method="wB97M-V/def2-TZVPD" spin_multiplicity=1 charge=+1 homo_energy_ev=-9.9 de_lowest_kcal_mol=7.1 total_energy_ev=-64993.7790 homo_lumo_gap_ha=0.184
W -0.283 1.148 -0.536 -0.63 -0.03 -0.25
O -1.672 2.091 -1.273 -0.19 0.21 -0.04
C -2.924 2.556 -0.981 0.00 -0.03 0.02
C -3.628 3.207 -1.970 -0.02 0.02 -0.05
C -4.906 3.675 -1.690 0.01 -0.01 0.03
C -5.468 3.488 -0.435 0.02 -0.01 0.00
C -4.746 2.829 0.547 -0.05 0.03 0.01
C -3.461 2.356 0.294 0.10 -0.08 0.10
C -2.749 1.660 1.355 -0.11 0.09 -0.18
N -1.558 1.220 1.245 0.34 -0.09 0.07
N -1.022 0.558 2.344 -0.07 0.03 -0.04
C 0.127 0.062 2.063 0.00 0.09 0.07
O 0.641 0.221 0.824 0.19 -0.07 0.36
C 0.932 -0.682 3.027 0.05 -0.09 -0.07
C 2.228 -1.066 2.688 0.00 -0.01 0.01
C 2.990 -1.787 3.594 -0.02 0.01 -0.01
C 2.456 -2.127 4.828 0.00 -0.01 0.01
C 1.162 -1.746 5.165 0.00 -0.01 0.03
C 0.396 -1.025 4.269 -0.01 0.03 -0.04
H -3.178 3.335 -2.945 0.00 0.00 0.00
H -5.464 4.183 -2.465 0.00 0.00 0.01
H -6.464 3.849 -0.226 0.01 0.00 0.00
H -5.177 2.671 1.528 -0.01 0.01 -0.01
H -3.256 1.495 2.300 0.00 -0.01 0.01
H 2.635 -0.795 1.723 0.01 -0.01 0.02
H 3.997 -2.084 3.337 0.00 0.00 0.00
H 3.051 -2.694 5.533 -0.01 0.00 0.00
H 0.750 -2.018 6.127 0.01 0.00 0.00
H -0.615 -0.727 4.511 0.01 -0.01 0.02
S 1.746 5.050 0.998 -0.03 0.04 0.08
C 0.697 4.554 2.249 0.01 -0.02 -0.04
C -0.007 3.433 1.925 0.08 0.08 -0.06
C 0.294 2.941 0.615 0.24 -0.25 -0.07
C 1.241 3.741 0.026 0.00 0.04 0.01
C 1.676 3.488 -1.326 -0.03 0.05 0.04
C 2.531 4.297 -2.058 -0.01 0.00 0.03
C 2.778 3.990 -3.381 -0.01 -0.02 -0.02
C 2.156 2.883 -3.942 0.01 0.01 -0.02
C 1.344 2.100 -3.153 0.03 -0.03 0.02
N 1.116 2.379 -1.856 -0.05 0.00 0.11
H 0.651 5.116 3.168 0.00 -0.01 -0.01
H -0.706 2.989 2.614 0.01 0.02 0.04
H 2.975 5.163 -1.586 0.00 0.00 -0.02
H 3.439 4.610 -3.973 -0.01 0.00 0.00
H 2.300 2.613 -4.978 0.00 0.01 0.01
H 0.876 1.214 -3.548 0.01 0.01 -0.02
O -0.593 -1.132 -3.683 0.40 0.02 -0.18
C -0.595 -0.857 -2.533 -0.12 -0.33 0.42
O 0.335 -0.003 -1.951 -0.21 0.06 -0.26
C -1.659 -1.231 -1.516 -0.03 0.48 0.08
O -2.521 -2.035 -1.675 -0.06 -0.06 -0.01
O -1.574 -0.406 -0.453 -0.01 -0.11 -0.22
C -0.272 -3.299 0.195 -0.01 0.03 0.00
C 0.423 -4.619 0.624 -0.01 -0.01 0.01
N 1.419 -5.010 -0.369 -0.02 -0.06 -0.09
C 2.396 -3.936 -0.514 0.01 0.00 -0.01
C 1.694 -2.632 -0.984 -0.02 0.03 -0.02
N 0.251 -2.866 -1.109 0.14 -0.07 0.00
C 0.018 -3.928 -2.101 0.07 -0.03 0.04
C 0.750 -5.226 -1.655 0.02 0.07 0.08
H -0.075 -2.503 0.918 -0.03 0.00 -0.02
H -1.353 -3.413 0.105 0.00 -0.01 0.02
H -0.300 -5.430 0.722 0.00 0.00 0.01
H 0.924 -4.501 1.587 -0.01 0.00 0.01
H 3.156 -4.254 -1.229 0.00 0.00 0.00
H 2.887 -3.790 0.450 0.01 0.00 0.00
H 2.069 -2.295 -1.953 0.01 -0.02 0.00
H 1.844 -1.822 -0.268 0.00 0.01 -0.02
H 0.382 -3.576 -3.068 0.00 0.01 0.01
H -1.058 -4.075 -2.187 -0.03 0.01 0.01
H 1.503 -5.525 -2.386 -0.01 0.00 0.00
H 0.050 -6.055 -1.543 0.00 0.00 0.00

=====

(3)
72
Properties=species:S:1:pos:R:3:forces:R:3 method="wB97M-V/def2-TZVPD" spin_multiplicity=1 charge=0 homo_energy_ev=-7.3 de_lowest_kcal_mol=0.8 total_energy_ev=-330731.1068 homo_lumo_gap_ha=0.243
Bi -0.464 0.594 -0.666 0.04 -0.11 -0.01
C 3.366 0.874 1.749 0.00 0.01 0.02
C 2.651 1.844 0.849 -0.01 0.01 -0.01
C 2.933 1.889 -0.514 0.00 -0.02 0.02
C 2.297 2.798 -1.345 -0.14 0.14 0.01
C 1.364 3.689 -0.822 0.09 -0.08 -0.06
C 1.074 3.655 0.535 0.00 -0.02 0.03
C 1.709 2.735 1.359 0.02 0.00 -0.01
H 4.189 1.366 2.273 -0.01 0.00 0.00
H 3.785 0.046 1.175 0.00 0.00 -0.01
H 2.690 0.464 2.501 0.00 0.00 -0.01
H 3.656 1.196 -0.929 0.00 0.00 -0.01
H 2.519 2.808 -2.405 0.01 0.00 0.00
H 0.859 4.391 -1.473 0.00 0.02 0.01
H 0.340 4.335 0.950 0.00 0.00 0.00
H 1.473 2.710 2.417 0.00 0.00 0.00
C -3.033 5.700 1.311 0.00 0.00 0.00
C -2.636 5.210 0.074 -0.01 0.00 0.01
C -2.460 3.847 -0.108 -0.01 0.02 -0.02
C -2.708 2.985 0.952 0.02 -0.04 -0.04
C -3.114 3.461 2.192 0.01 -0.01 0.02
C -3.269 4.826 2.367 0.00 0.02 0.00
N -2.483 1.602 0.695 -0.02 0.02 0.06
N -3.164 0.797 1.339 0.04 -0.04 -0.08
C -2.892 -0.572 1.017 -0.03 0.06 0.03
C -3.753 -1.501 1.588 -0.01 -0.01 0.00
C -3.601 -2.843 1.280 0.01 0.01 0.00
C -2.591 -3.239 0.412 0.01 0.00 0.01
C -1.721 -2.300 -0.135 -0.01 -0.01 0.01
C -1.859 -0.952 0.161 -0.02 0.01 -0.02
H -3.160 6.765 1.455 0.00 0.00 0.00
H -2.466 5.889 -0.751 0.00 0.00 0.00
H -2.169 3.433 -1.067 0.00 0.00 0.00
H -3.294 2.763 2.998 0.00 0.00 0.00
H -3.576 5.212 3.330 0.00 0.00 0.00
H -4.537 -1.155 2.249 0.00 0.00 0.00
H -4.272 -3.577 1.707 0.00 0.00 0.00
H -2.480 -4.286 0.157 0.00 0.00 0.00
H -0.930 -2.621 -0.803 0.00 0.00 -0.01
Br -2.317 -3.082 -6.387 0.00 -0.01 -0.01
C -2.201 -1.720 -5.087 -0.01 0.00 0.00
C -3.156 -0.715 -5.022 0.00 -0.02 -0.01
Br -4.597 -0.679 -6.239 0.00 0.00 0.00
C -3.056 0.275 -4.040 0.01 0.02 0.01
Br -4.322 1.662 -3.865 0.00 0.00 0.00
C -2.006 0.278 -3.134 -0.02 -0.01 -0.02
O -1.883 1.193 -2.178 0.00 0.06 0.01
C -1.023 -0.734 -3.213 0.01 0.02 0.02
O -0.021 -0.697 -2.336 0.01 -0.05 0.02
C -1.141 -1.724 -4.174 0.01 -0.01 0.00
Br 0.188 -3.066 -4.171 0.00 0.00 0.00
C 3.045 -1.905 -1.498 0.00 0.00 -0.04
N 2.968 -2.414 -0.139 0.05 -0.04 -0.02
C 4.066 -3.255 0.304 0.02 0.01 -0.02
C 3.636 -4.135 1.457 0.00 0.00 0.00
C 3.022 -3.268 2.535 0.00 0.00 0.00
N 1.966 -2.446 1.975 -0.01 0.01 -0.04
C 0.975 -1.939 2.903 0.03 0.00 0.01
C 2.003 -1.956 0.698 -0.14 -0.02 0.14
O 1.156 -1.135 0.323 0.07 0.07 0.00
H 3.232 -2.738 -2.176 0.01 0.01 0.00
H 3.865 -1.186 -1.601 -0.01 0.01 -0.01
H 2.107 -1.439 -1.782 0.00 0.00 0.01
H 4.927 -2.638 0.595 -0.01 0.00 0.00
H 4.382 -3.861 -0.546 0.00 -0.01 0.01
H 4.492 -4.681 1.853 0.00 0.00 0.00
H 2.899 -4.862 1.109 0.00 0.00 0.00
H 3.790 -2.639 3.006 0.00 0.00 0.00
H 2.584 -3.884 3.323 0.00 0.00 0.00
H 0.548 -2.772 3.465 0.00 0.01 0.00
H 0.183 -1.441 2.354 -0.02 0.00 -0.01
H 1.418 -1.235 3.616 -0.01 0.00 0.00

=====

(4)
73
Properties=species:S:1:pos:R:3:forces:R:3 method="wB97M-V/def2-TZVPD" spin_multiplicity=1 charge=+1 homo_energy_ev=-9.8 total_energy_ev=-59772.8930 homo_lumo_gap_ha=0.240
Pd 1.760 -0.262 -0.514 0.13 0.13 -0.01
C 6.882 4.919 0.755 0.01 0.01 0.03
C 7.448 3.750 -0.036 -0.12 -0.08 -0.03
C 8.731 3.241 0.594 0.00 -0.02 0.09
C 9.311 2.093 -0.208 -0.04 -0.02 -0.02
C 8.287 1.002 -0.362 -0.05 0.10 0.01
C 8.667 -0.306 -0.535 0.07 -0.07 0.00
C 7.709 -1.307 -0.669 0.12 -0.07 -0.01
F 8.137 -2.569 -0.833 -0.01 0.03 0.00
C 6.375 -1.042 -0.634 -0.15 -0.01 0.01
C 5.962 0.287 -0.461 -0.13 0.08 0.02
C 4.530 0.587 -0.438 0.18 0.20 0.02
O 3.740 -0.387 -0.535 -0.09 -0.37 -0.10
C 4.166 1.947 -0.311 -0.06 -0.12 -0.07
C 5.162 2.877 -0.167 0.10 0.12 0.04
N 6.471 2.623 -0.144 0.08 0.01 -0.03
C 6.910 1.307 -0.321 0.07 0.14 0.00
C 2.760 2.511 -0.333 0.07 0.05 0.18
O 2.627 3.715 -0.166 0.01 -0.06 -0.10
O 1.773 1.711 -0.531 -0.17 -0.02 0.05
H 7.685 5.638 0.919 -0.01 -0.01 0.00
H 6.515 4.587 1.728 0.01 0.02 -0.02
H 6.080 5.445 0.240 0.01 -0.01 -0.01
H 7.669 4.078 -1.056 -0.01 -0.02 -0.04
H 8.520 2.920 1.619 0.02 0.01 -0.01
H 9.436 4.071 0.648 0.01 0.00 0.00
H 10.204 1.692 0.273 0.00 0.00 0.00
H 9.617 2.453 -1.195 0.00 0.00 0.00
H 9.717 -0.570 -0.562 -0.03 -0.02 0.00
H 5.634 -1.823 -0.733 0.02 0.01 -0.01
H 4.846 3.904 -0.062 -0.02 -0.02 0.00
F -4.569 2.156 -0.053 0.12 -0.01 -0.02
C -4.201 0.855 -0.063 -0.10 0.00 -0.07
C -2.875 0.553 -0.171 0.12 0.21 0.00
C -2.458 -0.774 -0.223 0.25 -0.20 0.01
C -1.025 -1.089 -0.363 -0.30 -0.26 -0.01
O -0.233 -0.131 -0.412 -0.06 0.41 -0.02
C -0.686 -2.469 -0.449 0.04 0.21 -0.07
C -1.688 -3.385 -0.368 -0.01 -0.22 0.03
N -2.996 -3.112 -0.180 -0.17 0.09 -0.09
C -3.962 -4.190 -0.177 0.07 0.07 0.02
C -4.708 -4.500 1.089 -0.05 0.00 0.03
C -3.647 -5.432 0.588 0.07 -0.05 0.05
C -3.415 -1.789 -0.143 -0.06 -0.07 0.01
C -4.769 -1.455 -0.017 0.08 -0.25 0.04
C -5.186 -0.141 0.013 0.01 0.16 0.14
N -6.575 0.132 0.167 -0.09 0.04 -0.19
C -7.487 -0.487 -0.791 0.06 0.00 0.03
C -8.765 -0.873 -0.041 -0.05 0.07 0.07
N -8.889 0.048 1.147 0.00 0.02 -0.05
C -8.530 1.451 0.747 -0.02 -0.08 0.08
C -7.018 1.493 0.475 -0.05 -0.10 0.08
C 0.719 -3.044 -0.636 -0.14 -0.07 0.23
O 0.791 -4.253 -0.792 0.05 0.08 -0.04
O 1.716 -2.248 -0.563 0.17 -0.12 -0.09
H -2.140 1.346 -0.235 -0.01 -0.03 -0.01
H -1.421 -4.431 -0.455 0.03 0.04 -0.01
H -4.491 -4.305 -1.116 0.00 0.03 -0.03
H -5.746 -4.795 1.002 0.02 -0.01 0.01
H -4.468 -3.908 1.963 0.01 0.00 -0.03
H -3.934 -6.374 0.145 -0.02 0.01 0.00
H -2.717 -5.456 1.140 -0.01 -0.01 -0.01
H -5.493 -2.248 0.097 -0.04 0.01 -0.02
H -7.052 -1.383 -1.220 0.09 0.00 -0.02
H -7.708 0.192 -1.623 -0.03 0.03 0.00
H -8.733 -1.890 0.345 0.02 -0.01 0.01
H -9.661 -0.745 -0.646 -0.01 -0.01 -0.01
H -8.220 -0.261 1.855 0.02 0.00 -0.01
H -9.824 -0.003 1.550 -0.01 0.02 -0.01
H -8.814 2.128 1.548 -0.02 0.00 0.01
H -9.130 1.675 -0.132 0.02 0.03 -0.03
H -6.492 1.843 1.361 0.02 0.01 -0.02
H -6.832 2.206 -0.331 -0.04 0.00 -0.02